DFT (ωB97M-V/def2-TZVPD) results for 2 unconnected molecules or ions with the total composition C2H9N2.

XYZ file:
```
13
Properties=species:S:1:pos:R:3
N 1.559 -1.496 -0.778
H 2.444 -1.042 -0.535
H 1.803 -2.481 -0.833
H 1.395 -1.219 -1.744
H -0.082 -0.450 -0.313
C -1.429 1.197 -0.321
C -0.167 0.296 1.533
N -0.423 0.313 0.300
H -2.389 0.702 -0.382
H -1.523 2.088 0.288
H -1.072 1.453 -1.312
H 0.515 -0.425 1.968
H -0.631 1.065 2.130
```

E_LUMO: -4.78 eV
energy: -5193.227 eV
net charge: +1
HOMO-LUMO gap: 10.502 eV
energy above the lowest of the compared OMol25 structures with the same formula, charge and spin: 16.8 kcal per mole
molecular weight: 61.11 g/mol
HOMO: -15.28 eV

=====

DFT (ωB97M-V/def2-TZVPD) results for 14 unconnected molecules or ions with the total composition C48H125BN11O21.

XYZ file:
```
206
Properties=species:S:1:pos:R:3
O 19.395 2.553 -3.722
C 19.657 2.141 -2.610
O 18.863 2.042 -1.589
B 19.504 1.393 -0.417
O 20.936 1.340 -0.856
C 21.030 1.629 -2.191
O 22.050 1.469 -2.881
O 18.826 0.121 -0.146
C 18.326 0.199 1.099
O 17.618 -0.600 1.752
C 18.607 1.622 1.599
O 19.362 2.204 0.824
O 18.153 2.056 2.641
C 17.419 2.136 5.677
C 18.708 1.455 5.977
C 19.698 2.228 6.848
O 20.093 3.513 6.426
C 20.843 4.316 7.335
N 18.421 0.115 6.479
H 17.626 3.105 5.222
H 16.694 2.295 6.475
H 16.828 1.587 4.945
H 19.077 1.214 4.980
H 20.571 1.583 6.757
H 19.390 2.240 7.893
H 20.891 5.334 6.948
H 21.848 3.905 7.431
H 20.465 4.347 8.357
H 19.244 -0.464 6.390
H 17.791 -0.368 5.854
C 15.910 -2.582 -4.185
C 16.464 -1.126 -4.184
C 17.855 -1.105 -3.497
O 18.821 -1.904 -4.182
C 20.116 -1.955 -3.665
N 16.534 -0.664 -5.554
H 15.550 -2.837 -3.188
H 16.738 -3.183 -4.562
H 15.013 -2.667 -4.798
H 15.789 -0.461 -3.647
H 17.651 -1.356 -2.457
H 18.245 -0.088 -3.541
H 20.693 -2.699 -4.215
H 20.130 -2.413 -2.676
H 20.665 -1.018 -3.576
H 17.322 -1.049 -6.056
H 16.709 0.328 -5.630
C 15.610 2.765 -7.369
C 16.922 3.252 -6.739
C 16.753 4.701 -6.191
O 15.753 4.750 -5.065
C 15.606 6.065 -4.438
N 17.020 2.313 -5.679
H 15.211 3.614 -7.925
H 14.826 2.370 -6.723
H 15.739 2.018 -8.151
H 17.728 3.152 -7.466
H 16.656 5.313 -7.087
H 17.748 4.927 -5.808
H 15.151 6.877 -5.007
H 16.607 6.348 -4.110
H 14.996 5.888 -3.553
H 16.145 2.383 -5.180
H 17.739 2.686 -5.076
C 22.892 4.384 -4.525
C 24.316 4.013 -4.078
C 24.436 3.986 -2.556
O 25.801 3.845 -2.205
C 25.932 3.579 -0.805
N 24.594 2.673 -4.661
H 22.856 4.419 -5.614
H 22.700 5.394 -4.163
H 22.162 3.726 -4.055
H 25.000 4.766 -4.470
H 23.806 3.269 -2.029
H 24.215 4.960 -2.121
H 26.996 3.350 -0.743
H 25.253 2.781 -0.506
H 25.689 4.480 -0.242
H 25.142 2.274 -3.912
H 23.738 2.138 -4.623
C 19.776 -0.370 -7.015
C 20.632 0.566 -6.138
C 22.140 0.342 -6.132
O 22.478 -0.816 -5.407
C 23.933 -0.972 -5.356
N 20.184 1.890 -6.590
H 19.780 -1.407 -6.678
H 20.209 -0.299 -8.013
H 18.773 0.055 -7.045
H 20.315 0.638 -5.097
H 22.644 1.181 -5.652
H 22.492 0.253 -7.160
H 24.408 -0.365 -4.585
H 24.394 -0.731 -6.314
H 24.132 -2.027 -5.166
H 20.338 2.553 -5.844
H 19.179 1.922 -6.680
C 12.051 1.763 6.362
C 12.582 0.862 5.260
C 14.099 1.139 4.850
O 14.580 0.556 3.626
C 14.855 1.443 2.519
N 12.287 -0.537 5.544
H 12.321 2.787 6.105
H 12.605 1.542 7.274
H 10.981 1.709 6.561
H 11.951 1.143 4.417
H 14.736 0.791 5.662
H 14.408 2.184 4.845
H 13.952 1.828 2.046
H 15.417 0.878 1.775
H 15.560 2.189 2.885
H 12.800 -1.029 4.827
H 12.874 -0.795 6.323
C 22.271 4.873 3.224
C 21.278 3.744 2.930
C 21.795 2.376 3.393
O 23.059 2.010 2.867
C 23.126 1.656 1.418
N 20.016 4.032 3.543
H 21.982 5.859 2.858
H 23.241 4.630 2.791
H 22.457 4.952 4.295
H 21.081 3.678 1.860
H 21.004 1.662 3.164
H 21.803 2.477 4.478
H 22.468 0.798 1.285
H 24.118 1.502 0.993
H 22.680 2.480 0.861
H 19.377 3.367 3.130
H 20.086 3.702 4.495
C 21.823 -1.971 0.356
C 23.083 -2.275 -0.500
C 23.869 -0.915 -0.814
O 24.953 -1.147 -1.697
C 25.623 0.088 -1.990
N 23.842 -3.208 0.277
H 21.065 -1.498 -0.269
H 21.977 -1.444 1.297
H 21.250 -2.855 0.635
H 22.811 -2.712 -1.461
H 24.325 -0.541 0.103
H 23.236 -0.105 -1.177
H 25.119 0.633 -2.788
H 26.658 -0.167 -2.219
H 25.828 0.677 -1.096
H 23.940 -2.967 1.253
H 24.749 -3.258 -0.166
C 18.001 -3.591 0.413
C 16.963 -4.565 -0.142
C 17.682 -5.703 -0.882
O 16.734 -6.733 -1.063
C 17.223 -7.850 -1.706
N 16.320 -5.260 1.017
H 17.686 -2.809 1.104
H 18.591 -3.085 -0.351
H 18.759 -4.115 0.995
H 16.206 -3.992 -0.678
H 18.521 -6.103 -0.311
H 17.986 -5.386 -1.879
H 17.754 -7.597 -2.624
H 16.334 -8.413 -1.994
H 17.785 -8.443 -0.984
H 16.190 -6.129 0.519
H 17.029 -5.401 1.722
C 18.263 5.369 -0.130
C 19.605 6.116 -0.305
C 20.549 5.550 -1.353
O 21.676 6.376 -1.653
C 22.626 6.418 -0.561
N 19.295 7.506 -0.505
H 17.697 5.928 0.615
H 18.534 4.350 0.147
H 17.544 5.397 -0.949
H 20.101 5.995 0.658
H 20.062 5.427 -2.320
H 20.777 4.512 -1.112
H 22.109 6.831 0.305
H 23.553 6.942 -0.794
H 23.033 5.452 -0.260
H 20.145 7.948 -0.827
H 18.883 7.507 -1.427
C 14.974 1.379 -1.100
C 15.054 2.777 -1.831
C 15.211 3.922 -0.762
O 14.071 4.019 0.093
C 12.982 4.700 -0.535
N 16.080 2.736 -2.850
H 14.923 0.565 -1.823
H 14.148 1.169 -0.420
H 15.881 1.126 -0.551
H 14.140 2.864 -2.418
H 15.328 4.916 -1.194
H 16.154 3.697 -0.264
H 12.613 4.186 -1.423
H 13.241 5.720 -0.820
H 12.276 4.939 0.260
H 16.991 2.862 -2.435
H 15.955 3.509 -3.488
O 16.583 -1.010 4.384
H 17.120 -0.754 3.634
H 15.724 -0.626 4.206
O 15.211 -2.912 2.033
H 15.908 -2.296 1.808
H 15.435 -3.712 1.558
```

E_LUMO: 1.57 eV
energy: -111867.855 eV
net charge: -1
HOMO-LUMO gap: 8.161 eV
energy above the lowest of the compared OMol25 structures with the same formula, charge and spin: 26.7 kcal per mole
molecular weight: 1203.40 g/mol
HOMO: -6.59 eV